93
Properties=species:S:1:pos:R:3:forces:R:3:mulliken_charge:R:1 method="wB97M-V/def2-TZVPD" homo_energy_ev="-6.78 / -6.78" lumo_ha="-0.0461 / -0.0461" orbital_gap_ev="5.5 / 5.5"
H -0.04120 -2.19274 -0.64692 0.172 0.167 0.075 0.57
C -1.83975 2.58130 -1.66949 -0.036 0.077 0.170 0.66
H -4.73498 5.09571 -1.04542 0.007 -0.005 0.004 0.41
C -1.81788 0.16163 -3.83105 0.031 -0.007 0.026 -0.48
C 4.98736 -3.32164 6.26168 -0.014 0.008 -0.004 -1.61
H -3.51005 0.09326 -1.61730 -0.008 0.009 0.001 0.32
H -0.76525 4.28836 -2.40541 0.002 0.002 0.013 0.38
H -5.00619 2.71532 -0.46436 0.017 -0.002 0.000 0.47
H -3.27882 -2.20971 4.24124 -0.022 0.033 0.021 0.58
C -0.68093 -2.27902 -3.23437 0.097 0.003 0.105 -0.65
O -5.32638 0.96893 5.53037 -0.128 0.095 0.099 -0.65
O -4.79367 -1.07199 5.17659 -0.071 -0.295 0.035 -0.64
H 5.39405 -4.05064 6.96748 -0.005 0.010 -0.011 0.44
H -4.10314 0.60426 -0.03262 0.023 0.001 -0.002 0.42
C 0.99395 2.90403 -3.84750 -0.079 0.071 -0.003 1.63
C -0.88926 0.06813 -2.79063 -0.093 0.050 -0.112 0.93
C -3.27500 0.69646 -0.73746 -0.032 0.000 -0.001 -1.52
C -0.04382 2.57779 -4.88324 -0.007 0.010 -0.018 -1.13
C 5.53601 -1.51282 4.61904 -0.016 0.059 -0.013 0.24
H 0.10751 3.87843 0.69667 -0.006 0.023 0.061 0.42
H -2.37633 0.26024 -0.29443 -0.011 0.002 0.020 0.10
C 4.24452 -1.08227 2.65499 -0.137 -0.104 -0.037 0.22
H -2.28345 1.11566 -4.04526 -0.003 -0.008 0.007 0.48
H 4.31377 -2.65496 6.80461 0.010 -0.013 -0.006 0.36
C 6.12314 -2.52401 5.60486 0.015 -0.015 0.032 2.24
C -1.56758 -2.17311 -4.28988 0.017 0.015 0.018 -0.77
H -3.17000 4.52806 3.38580 0.012 -0.004 -0.009 0.45
O 3.47973 -1.32663 1.54940 0.279 -0.037 0.135 -0.58
H 2.11946 4.05299 -5.25063 -0.007 -0.009 0.007 0.41
C -0.35081 -1.17163 -2.44480 -0.191 0.174 -0.122 0.32
C 2.98283 3.65408 -2.01472 -0.021 -0.029 -0.007 -1.34
C -0.87284 -1.81199 1.92512 -0.120 -0.189 -0.002 -0.41
C 6.93385 -1.85254 6.71425 -0.002 0.013 -0.008 -2.17
H 6.51465 -4.03606 4.07631 0.010 0.003 0.012 0.32
C -2.56029 2.50126 3.00544 -0.476 -0.260 0.370 1.53
H 0.18512 3.08600 -5.81954 -0.012 0.007 0.015 0.48
C 4.76127 -1.98842 3.54609 0.012 0.007 0.003 -0.90
C -2.66866 -0.32965 3.36366 -0.190 0.059 0.107 0.78
O 3.84016 0.95520 1.77411 0.173 -0.044 -0.018 -0.53
N -4.65541 0.11573 4.99985 0.636 0.225 -0.480 1.08
P -0.39979 1.45686 -1.71759 0.323 -0.574 -0.025 0.70
C -3.05372 2.13668 -1.11015 0.017 -0.020 0.007 0.67
H 1.47845 -1.73038 -1.43194 -0.030 0.125 0.020 0.47
H 3.86915 4.71751 -3.65523 -0.008 -0.001 0.005 0.38
H -0.08738 1.50834 -5.08127 0.009 -0.011 -0.016 0.21
B 3.27286 -0.05459 0.93530 -0.040 -0.021 0.037 0.49
H 3.75126 3.91524 -1.29886 -0.014 -0.003 -0.006 0.52
C 2.06338 3.71201 -4.22328 0.003 -0.033 0.011 -0.87
C -3.52911 1.90336 3.88096 0.258 0.711 -0.320 -0.43
H -0.14732 -2.37396 1.35328 0.003 -0.020 0.013 0.51
C -1.70052 3.93420 -1.98907 0.047 -0.032 0.012 -0.89
C -1.75581 0.24098 2.44961 0.096 -0.015 -0.117 0.03
C -1.67734 1.68585 2.30190 0.236 -0.022 -0.286 -0.83
H 4.57335 -3.04496 3.40282 0.004 0.001 0.008 0.45
C -2.73006 4.83917 -1.77240 0.011 -0.018 -0.034 -0.87
C -2.16360 -0.94926 -4.57686 0.015 0.021 0.002 -0.81
C 4.45973 0.28666 2.78694 0.005 0.001 0.165 1.10
H 7.32800 -2.61507 7.38961 -0.009 0.009 -0.014 0.43
H -1.03815 2.89612 -4.56176 0.010 -0.019 0.000 0.16
H -2.59572 5.88096 -2.03531 0.005 -0.011 0.003 0.45
H 1.92185 2.44782 -0.61727 0.010 0.031 -0.024 0.24
C -0.66364 3.50901 1.36732 0.049 0.360 -0.231 -0.36
C -3.92333 4.40101 -1.22162 0.017 -0.035 -0.002 -0.85
H 4.39798 -3.86347 5.52042 0.007 0.005 0.013 0.31
O 2.71691 0.16751 -0.22980 0.170 0.011 0.023 -0.99
H 6.33804 0.24594 5.55214 -0.002 -0.010 0.008 0.44
H -4.22626 2.53303 4.41607 0.020 -0.019 -0.021 0.58
C 1.92948 2.83895 -1.62683 0.043 -0.049 0.046 -0.97
C 7.05013 -3.49181 4.85560 0.000 0.005 -0.016 -1.60
H 7.47547 -4.22335 5.54769 -0.007 0.011 -0.009 0.44
H -1.42148 5.47035 1.85254 0.006 0.003 0.006 0.48
H 5.38120 1.84035 3.93557 0.005 -0.006 0.005 0.45
H 7.86987 -2.94859 4.38091 -0.009 -0.010 0.009 0.37
N -0.73275 2.20875 1.49715 0.435 -0.634 0.184 0.17
H -1.61633 -3.52516 2.98137 0.003 0.002 0.012 0.44
H -2.88786 -0.86549 -5.37716 0.006 0.000 0.013 0.45
N -0.91370 -0.51400 1.70144 0.238 0.011 0.437 0.18
C 3.04991 4.09135 -3.32458 -0.011 -0.012 0.000 -0.80
C -1.52408 4.40729 2.01561 -0.062 -0.099 0.000 -1.01
H 6.31933 -1.16883 7.30366 0.011 -0.012 -0.005 0.43
H 7.78088 -1.29419 6.31061 -0.008 -0.008 0.009 0.43
C -4.07328 3.06043 -0.89706 -0.003 -0.012 -0.012 -0.58
H -0.25228 -3.24333 -2.98504 -0.007 -0.011 -0.004 0.50
Pt 0.64507 0.17656 0.06974 -1.560 0.573 -0.723 2.67
C -1.70129 -2.45677 2.84308 0.067 0.021 -0.122 -1.15
C -2.61718 -1.72450 3.54702 -0.016 -0.001 0.020 -0.59
C 0.92205 2.45629 -2.51549 -0.005 0.096 0.061 0.82
C 0.46801 -1.38324 -1.19322 0.177 0.029 0.162 -2.26
C 5.74319 -0.14203 4.73795 -0.032 -0.065 -0.019 -0.21
H -1.81817 -3.04903 -4.87556 0.012 0.005 0.019 0.39
C -2.48001 3.88883 2.84823 0.082 0.281 -0.097 -0.76
C -3.57203 0.58169 4.04808 -0.377 -0.687 0.375 -0.73
C 5.20710 0.77774 3.82764 -0.023 0.054 -0.061 -1.68

56
Properties=species:S:1:pos:R:3:forces:R:3:mulliken_charge:R:1 method="wB97M-V/def2-TZVPD" spin_multiplicity=4 homo_energy_ev="-10.91 / -10.96" total_charge=+1 lumo_ha="-0.0781 / -0.1148" orbital_gap_ev="8.8 / 7.8"
C 3.81974 -4.07892 -0.80872 0.024 0.036 0.017 0.80
H -5.39331 3.73540 -3.62565 0.010 -0.001 0.011 0.45
C -4.58673 3.02730 -3.75770 -0.029 0.026 0.022 -0.62
H 5.77135 -3.76305 0.06108 -0.018 0.006 0.003 0.43
H 3.32781 -3.28560 -2.78214 0.016 0.013 0.024 0.37
H 0.20918 0.06472 5.02888 -0.021 0.017 -0.009 0.39
N 1.82184 -2.99575 0.22481 0.075 -0.244 0.026 0.64
N 1.80361 -2.81277 1.55457 -0.098 0.126 -0.044 -0.70
Co -0.11463 0.68016 0.72041 0.405 -0.084 0.139 0.11
H -0.42027 1.72375 4.88704 0.004 -0.027 0.016 0.39
C -2.72555 1.77584 -2.87105 0.060 -0.032 0.093 0.81
H 2.13240 1.68104 2.93632 -0.016 0.019 -0.042 0.52
H 2.25998 -4.99461 0.38664 -0.044 0.002 0.040 0.36
C 2.36147 -4.22569 -0.37506 0.077 0.069 0.045 -1.19
C -2.18605 -1.75574 3.29933 0.035 0.039 -0.056 -1.21
H -3.19250 1.08834 -6.16261 0.011 -0.004 0.008 0.45
H -2.78037 -2.10087 2.45481 0.011 -0.015 0.027 0.37
C -1.87654 1.42477 -1.76408 -0.173 0.087 -0.265 0.27
C 2.16190 4.17821 0.83636 -0.022 0.007 -0.014 -0.07
N -5.91713 3.07397 -6.99599 0.032 -0.015 0.041 -0.44
C 2.01886 2.41623 2.15399 0.019 0.033 -0.014 -0.42
H -3.93195 1.02662 2.18610 0.004 0.013 0.020 0.37
C 4.72751 -3.75670 0.37457 0.008 -0.010 -0.010 -1.42
H 4.51281 -2.76456 0.78033 0.009 -0.024 -0.005 0.27
H -3.12363 2.34153 3.05925 -0.010 -0.020 0.001 0.37
C 3.98579 -3.06584 -1.93742 0.000 -0.016 -0.010 -1.44
H -2.80763 -1.72343 4.19300 0.012 -0.036 -0.017 0.37
H -1.44001 0.44233 5.58050 0.041 0.016 0.007 0.40
C -1.17088 1.11864 -0.82332 -0.021 0.097 -0.133 -1.03
H 2.37082 5.10872 0.33577 -0.016 -0.026 -0.011 0.47
C 2.67347 3.64228 1.99884 0.060 0.012 0.074 -0.65
H -3.92227 3.13568 -1.72464 -0.011 0.004 -0.015 0.46
H -1.72082 0.49087 -4.26142 -0.010 0.004 -0.017 0.44
I 4.08944 4.47103 3.24110 -0.032 -0.022 -0.028 0.19
H 0.68711 3.36153 -0.46144 -0.029 -0.039 0.001 0.16
H 4.08786 -5.06639 -1.19453 0.001 -0.012 -0.002 0.32
N 0.98883 -1.06701 0.58838 -0.127 -0.010 0.316 0.11
N 1.26861 3.29705 0.36192 -0.027 0.063 -0.063 -0.06
C -2.52520 1.20122 -4.12705 0.029 -0.028 -0.026 -0.45
H -3.82903 0.98108 3.96440 -0.002 0.015 -0.021 0.35
N 1.29798 -1.66071 1.77079 0.104 -0.111 -0.236 -0.03
N 1.16710 2.22019 1.15205 0.003 -0.105 0.041 0.30
H 1.20964 -1.76679 -1.41813 -0.055 -0.025 0.031 0.58
C -3.76465 2.69175 -2.69834 -0.026 0.033 0.027 -0.43
Sb -1.47676 0.20912 2.91827 -0.309 0.005 0.314 0.59
H 5.01113 -3.07932 -2.30622 -0.015 0.009 0.004 0.41
C 1.31699 -1.91596 -0.35675 0.028 0.152 -0.139 -0.26
C -0.67755 0.66663 4.83560 0.012 -0.003 -0.073 -1.29
H 3.78760 -2.04665 -1.59285 0.005 -0.016 -0.007 0.31
H 1.72160 -4.48168 -1.21797 -0.036 0.027 -0.009 0.47
C -3.31424 1.26957 3.04914 0.057 -0.024 -0.024 -1.18
H -1.34754 -2.43186 3.45738 -0.018 0.015 -0.007 0.37
H 4.61211 -4.48294 1.18078 0.002 0.022 -0.013 0.37
C -3.34499 1.53337 -5.18899 0.015 -0.030 -0.034 -0.62
C -5.23555 2.79597 -6.11383 0.066 -0.024 0.085 -0.08
C -4.37874 2.44793 -5.00657 -0.070 0.035 -0.088 0.55

130
Properties=species:S:1:pos:R:3:forces:R:3:mulliken_charge:R:1 method="wB97M-V/def2-TZVPD" homo_energy_ev=-10.33 lumo_ha=-0.0005 orbital_gap_ev=10.3
H 0.14942 3.34786 -3.39138 3.020 -0.215 1.186 0.07
C -3.39845 -0.28110 3.95306 -1.425 -1.496 -0.229 0.09
H -4.53848 5.77509 2.18805 0.433 1.754 -0.745 0.25
C -0.49740 -4.47587 6.13478 -1.394 -4.164 1.365 -0.59
H -1.09286 2.40087 -3.91820 0.514 2.148 -1.217 0.31
C -0.09736 -0.77503 0.64124 0.816 3.293 1.138 0.31
H 1.06305 -5.11729 -1.19586 -1.665 -2.409 -1.587 0.47
H 1.03567 -1.52389 2.29130 3.138 -0.121 0.999 0.56
C 5.06323 2.52312 -2.77994 -3.642 0.628 -0.207 0.02
H 2.25222 -3.94901 -1.15365 3.119 1.453 -1.503 0.58
H 0.67563 -5.34326 7.75986 -0.934 -1.266 1.390 0.42
C 1.51595 -4.40172 -0.64767 -2.039 2.616 5.398 -0.75
H -1.10521 -0.63725 0.29581 -0.676 -0.878 -0.251 0.17
C 0.74634 -4.79132 6.87673 2.906 -2.622 -0.887 -1.25
H -1.17528 -4.69194 -1.40490 -2.052 -2.611 -1.285 -0.12
H -5.40334 7.28603 1.37186 2.072 -1.962 -0.139 0.32
H 8.45984 1.89170 2.35445 2.208 -1.410 0.374 0.43
H 0.15402 0.36197 0.84610 -0.024 -1.973 0.113 -0.09
H 0.16221 2.25258 -8.46610 -0.158 -0.440 0.322 0.30
O 6.62011 1.17436 0.13852 0.594 0.745 2.065 -0.60
O -1.88510 -1.18368 -3.87727 -1.311 0.777 0.149 -0.64
H -1.43991 -4.22976 6.57495 -0.356 -0.519 1.802 0.65
O -2.88616 5.21046 0.20614 1.340 -1.420 0.252 -0.20
H -4.16567 -0.49605 4.76380 1.391 -0.953 -0.881 0.23
H -5.93389 2.37922 1.81153 0.485 -0.489 -0.126 0.40
H -2.52845 3.06469 -8.91514 -0.315 -1.671 0.082 0.35
O 3.87812 4.43535 -2.59013 -2.350 3.556 -0.081 -0.41
S 1.14737 -0.06293 -1.65421 -4.152 -1.153 1.455 0.72
H 3.68190 0.62023 1.84157 -0.681 0.375 -0.854 0.52
H 2.95865 -1.13923 -2.59314 -1.141 -0.499 -0.784 0.41
C -2.27021 -3.94434 -2.95825 -2.378 -1.807 0.359 -0.96
O 2.04834 0.90015 -1.22919 3.074 2.160 1.982 -0.48
H 1.68630 2.65838 0.89891 2.155 -0.429 1.559 -0.03
C 4.34093 4.50364 -3.83884 2.228 -2.976 -1.312 0.69
H -0.35520 -3.65350 5.68252 1.492 5.976 -4.155 0.38
H 2.47825 2.84577 2.62775 -0.266 -0.916 -0.449 0.43
O 6.40892 0.12047 2.36866 0.201 1.364 -0.181 -0.61
H -1.92262 -7.34224 3.80299 0.394 -1.632 1.164 0.42
H 1.90371 0.01843 -3.74192 0.371 -2.218 1.929 0.29
H -3.01706 -4.18249 -3.65590 -1.614 -0.095 -0.840 0.56
H -0.43496 4.18413 0.46031 -1.029 -0.498 -1.551 0.47
H 3.40335 -4.05819 5.37094 -0.670 -0.070 -1.367 0.33
H -3.06849 -5.62322 -1.59586 3.923 0.547 -1.841 0.25
H -3.81860 6.75603 -0.78819 -1.060 -1.556 1.941 0.35
O 1.09204 4.40330 -5.96791 -0.155 0.257 0.051 -0.65
C 1.91782 -0.91191 -2.93712 0.766 3.197 -1.112 -1.12
S -2.20395 -5.19915 4.30556 -1.629 0.662 1.603 1.02
O -0.11917 0.48909 -2.03269 -0.536 -0.487 -0.356 -0.34
H -4.49799 2.07534 0.94527 2.464 0.770 -1.480 0.29
O -3.20214 3.64060 -1.72390 1.381 1.671 0.770 -0.64
S 6.45486 1.34168 1.58963 -2.597 -1.449 -2.126 1.11
C 3.81229 1.54438 1.23367 -3.440 0.709 -0.003 0.10
C -0.47244 3.36177 -4.20457 -4.565 0.093 0.459 -0.67
H 7.22643 2.70171 3.43944 0.950 -0.101 -2.239 0.30
O -6.52123 -0.37565 2.52841 1.321 1.204 0.124 -0.64
O -3.29522 -5.32051 5.25017 0.570 0.875 -0.366 -0.66
H 5.17839 3.97757 -1.16860 3.328 2.240 2.369 0.45
O -2.69373 -2.74626 -2.25240 0.885 -0.789 1.794 -0.15
H 1.46660 -4.07391 7.21042 -0.440 1.828 -0.275 0.45
S -5.24974 0.10321 2.02145 0.026 0.117 0.264 1.13
H -3.66966 7.49358 1.74719 -0.649 -1.885 -0.076 0.30
C -2.36736 -6.57859 3.25022 2.298 0.505 -1.609 -0.93
H 3.38490 -5.56687 3.34797 -0.083 0.058 0.079 0.33
H 2.23791 -2.90008 4.52481 2.326 -1.370 -0.522 0.12
O -4.55759 -0.82619 1.17907 0.583 -0.048 -0.248 -0.57
O 4.95712 2.11505 1.69715 4.794 1.496 1.410 -0.34
H -2.38773 0.99209 5.33416 -0.504 1.101 0.794 0.45
H 3.77785 1.40484 0.13770 0.345 -0.415 0.706 0.00
C -5.42167 1.68126 1.10521 -2.440 -0.877 4.732 -1.12
H -2.80592 0.37273 -2.01135 0.283 0.455 -0.170 0.15
O 2.95423 -6.16031 0.61151 4.501 -3.303 -1.869 -0.65
H 1.55060 -5.43399 6.29372 -2.126 0.931 0.371 0.18
H -1.53623 -0.42179 5.11779 -0.167 -0.737 -0.279 0.30
H -1.13128 2.57886 -0.25644 -0.211 2.307 -0.345 0.19
S -3.11421 -1.49324 -3.17366 1.823 -6.097 -3.476 1.25
O -0.94836 3.24544 -6.92707 0.307 -0.182 3.449 -0.29
C 3.15153 -3.66349 4.33226 -1.000 1.896 1.424 -0.86
C 0.10814 -1.63598 1.90813 -2.813 -3.686 -4.776 -0.87
C -0.34774 3.16725 -8.20557 -2.173 2.615 -1.350 -0.37
O 0.77720 -5.83639 1.47254 0.166 1.234 -1.056 -0.66
O -0.84221 -5.49897 5.14171 0.004 -0.747 -0.814 -0.31
S 0.24800 3.27264 -5.76074 1.150 -3.963 -2.101 1.34
C -1.95455 -5.28454 -2.20413 -2.014 4.979 5.441 -0.61
O 0.76891 -1.19513 -0.41752 1.497 0.410 -2.145 0.02
H -1.14494 3.28481 -10.32223 -1.737 0.131 3.048 0.25
H -3.76042 -0.70725 -1.15405 -0.912 -1.190 2.095 0.10
H 1.71898 -5.21986 3.62489 -0.947 0.089 0.552 0.25
C 4.49698 3.54843 -1.74014 -0.989 -3.931 -3.436 0.52
H -0.10082 3.63907 -1.25641 -0.930 0.405 0.676 0.12
H -1.51839 -6.30303 2.59875 -0.602 -0.549 -0.812 0.27
O 0.78969 1.90200 -5.90722 -0.277 2.270 0.721 -0.71
H 3.01431 3.62634 1.37504 2.577 4.735 -1.750 0.66
H -1.51637 0.79188 3.87480 0.390 0.232 -0.612 0.31
C 2.64125 -4.75618 3.36533 2.248 -0.623 0.475 -0.29
O -1.95714 -3.98405 3.56454 -0.354 -0.535 0.394 -0.37
H -1.95345 4.52216 -9.24652 1.056 0.477 0.493 0.33
O -1.82322 5.71740 -1.94404 0.359 0.412 -0.449 -0.63
H 0.81348 -3.60443 -0.24729 0.518 -0.958 -0.997 -0.21
H -0.23692 -2.82453 1.64479 1.543 3.092 0.631 -0.08
O -4.19290 0.63452 3.15684 -0.889 1.516 -1.047 -0.28
C -0.91215 3.70805 -0.47480 2.043 -1.649 1.077 -0.58
C -4.38605 6.64044 1.44237 -0.819 1.927 0.649 -1.08
S 1.96810 -5.25154 0.86337 -3.846 0.870 4.081 1.27
H 4.43047 1.58135 -2.77265 0.298 1.194 -0.506 0.00
H -6.19838 1.48131 0.44948 -0.660 -0.383 -2.255 0.52
O 5.02308 3.26529 -4.00236 -0.258 0.427 -0.074 -0.46
O 2.56846 -4.26212 2.03822 -0.669 1.455 -2.644 -0.21
H -1.39048 -5.98626 -2.76041 0.009 -0.715 -0.660 0.38
H -4.46850 0.07143 -2.60189 -0.089 0.218 0.480 0.39
H -5.00926 5.36506 -0.02456 1.889 0.525 -0.879 0.19
O 4.32513 5.28504 -4.74471 -0.846 -0.329 2.067 -0.52
H -0.92228 4.39924 -4.01728 -0.248 -1.646 -0.734 0.38
H 3.83616 3.00850 -1.11549 -1.263 -0.018 0.496 -0.55
H 6.00203 2.20742 -2.61703 3.482 -0.802 0.698 0.36
O -4.24969 -2.06618 -3.87079 0.389 1.677 -0.195 -0.73
C -1.59017 3.49491 -9.16650 3.308 0.207 -3.149 -1.09
H -1.49899 -3.77976 -3.58070 3.288 1.320 -1.704 0.51
C -3.59589 -0.35424 -2.10519 -0.197 3.288 -0.136 -0.40
H 7.76568 3.26009 1.71376 0.242 3.071 -1.832 0.38
H 1.15500 -1.52443 -3.31442 -0.260 -1.933 -0.685 0.43
H 4.14147 -3.10010 4.10802 -1.954 -0.945 -0.457 0.29
H -3.15711 -1.04945 3.16527 -0.179 -0.144 1.618 0.22
S -2.26444 4.62323 -1.15768 -1.923 -2.468 0.288 1.15
C 2.68817 2.72393 1.54508 -2.809 -5.754 0.366 -1.33
H -0.58675 -1.46575 2.63852 -1.962 1.086 1.781 0.03
C -4.03412 5.98134 0.09857 -2.861 2.264 -1.374 -0.20
H -3.25870 -6.98371 2.72180 0.291 1.367 0.771 0.34
C -2.14778 0.29312 4.58148 -0.295 0.194 -0.512 -1.33
H 0.33721 4.01693 -8.13517 0.339 -0.235 -1.213 0.37
C 7.63618 2.50290 2.36102 -4.265 -2.044 3.050 -0.99

ΔE to the lowest compared entry with this formula, charge and spin readings, ordered: 0.0, 0.0, 0.0 kcal per mole
E_tot readings, ordered: -73145.1635, -83848.9528, -171048.5003 eV
Max |F| readings, ordered: 1.8, 0.4, 7.6 eV/A